#P
Computed, not measured: a 2-piece molecular cluster, C2H4NP overall, with ωB97M-V with the def2-TZVPD basis set.

```
8
Properties=species:S:1:pos:R:3:mulliken_charge:R:1
C 2.1087 -0.1288 0.0718 -0.33
C -0.9879 -0.8695 0.1669 -0.35
N 3.1350 0.3389 0.0842 -0.44
P -0.4441 0.7682 0.2081 0.19
H -0.5045 -1.6652 -0.1980 0.32
H -1.9329 -1.2207 0.5315 0.31
H -1.6777 1.4753 -0.0175 0.11
H 0.3035 1.3018 -0.8471 0.18
```

Results
net charge = 0
gap between HOMO and LUMO (alpha / beta) = 0.2328 / 0.2127 hartree
HOMO level (alpha / beta) = -9.24 / -9.10 eV

***

#Q
Computed, not measured: C2H4NP in the gas phase, with ωB97M-V with the def2-TZVPD basis set.

```
8
Properties=species:S:1:pos:R:3:mulliken_charge:R:1
C -0.1793 -0.1078 -0.9197 -0.18
C 1.1294 -0.1937 -0.0698 -0.80
N -1.7897 -0.9298 0.1845 -0.34
P -1.5885 0.5688 0.0292 0.32
H 1.6943 -0.9109 -0.9117 0.21
H 1.1993 -0.6309 0.8749 0.38
H 1.8130 0.6650 -0.0840 0.32
H -2.2786 1.5394 0.8966 0.08
```

Results
net charge = 0
gap between HOMO and LUMO = 0.2971 hartree
HOMO level = -8.89 eV

***

Most stable: #P

***

#P
Computed, not measured: C2H4NP in the gas phase, with ωB97M-V with the def2-TZVPD basis set.

```
8
Properties=species:S:1:pos:R:3:mulliken_charge:R:1
P -1.7261 0.3018 -0.2166 -0.16
C -0.0037 0.7133 -0.1304 0.37
N 0.9570 1.5055 0.1267 -0.42
C 1.2675 0.0663 -0.5599 -0.34
H -2.0893 1.0507 0.8731 0.05
H -1.8521 -0.7776 0.7627 0.07
H 1.8366 -0.4084 0.1627 0.23
H 1.8576 0.2225 -1.5125 0.22
```

Results
net charge = 0
structure (SMILES) = PC1=NC1
gap between HOMO and LUMO = 0.3913 hartree
HOMO level = -9.88 eV

***

#Q
Computed, not measured: C2H4NP as an isolated structure, with ωB97M-V with the def2-TZVPD basis set.

```
8
Properties=species:S:1:pos:R:3:mulliken_charge:R:1
C -0.1024 0.8256 -0.1567 -0.56
C 0.5249 -0.3442 0.4007 -0.05
N -0.2588 -0.7864 1.5218 -0.45
P 0.1960 0.8698 1.6337 0.01
H 0.5796 1.3670 -0.8269 0.26
H -1.0760 0.8457 -0.6563 0.25
H 1.8803 -0.6668 0.2346 0.26
H -1.2884 -0.8800 1.1773 0.28
```

Results
net charge = 0
gap between HOMO and LUMO = 0.3595 hartree
HOMO level = -8.74 eV

***

Most stable: #P

***

#P
Computed, not measured: a 2-piece molecular cluster, C5H12S overall, with ωB97M-V with the def2-TZVPD basis set.

```
18
Properties=species:S:1:pos:R:3:mulliken_charge:R:1
C 2.3168 0.6380 0.3786 -0.66
C -0.6690 0.2075 0.2257 -0.58
C -2.9812 0.8416 0.0604 -1.14
C 1.3789 -1.1261 -1.5749 -1.04
C -1.8273 0.0993 -0.4402 0.47
S 1.1285 -0.5349 0.2186 0.12
H 2.9584 0.6524 1.2372 0.25
H 2.2360 1.5128 -0.3165 0.23
H -0.6055 0.6419 1.3258 0.05
H -3.3903 1.4611 -0.6151 0.34
H -3.7878 0.1851 0.4679 0.27
H -2.5661 1.3881 0.9362 0.29
H 1.2020 -0.4067 -2.3907 0.33
H 2.3626 -1.4387 -1.8003 0.40
H 0.8753 -2.1005 -1.8282 0.33
H -1.8940 -0.5193 -1.2966 0.41
H 1.8965 -0.7767 2.9776 0.03
H 1.3662 -0.7251 2.4346 -0.11
```

Results
net charge = 0
gap between HOMO and LUMO = 0.2994 hartree
HOMO level = -7.28 eV

***

#Q
Computed, not measured: a 2-piece molecular cluster, C5H12S overall, with ωB97M-V with the def2-TZVPD basis set.

```
18
Properties=species:S:1:pos:R:3:mulliken_charge:R:1
C 0.9935 1.3891 1.9548 -0.81
C 1.8260 0.5022 1.4244 0.13
C 1.4199 -0.9560 1.4098 -0.68
H 1.1928 2.4537 1.9735 0.26
H 0.0594 1.0677 2.4008 0.23
H 2.7752 0.7602 0.9736 0.33
H 2.2533 -1.6583 1.2824 0.34
H 0.9307 -1.2817 2.3186 0.34
H 0.9020 -1.0479 0.4540 -0.11
C -0.9616 0.3704 -2.4343 -1.10
C -1.2127 -0.3457 -1.0840 0.11
S -2.6256 -1.4295 -1.1034 -0.24
H -1.4862 1.3241 -2.5084 0.28
H -1.4049 -0.1889 -3.2655 0.34
H 0.1060 0.4794 -2.5935 0.31
H -0.2907 -0.8701 -0.8732 -0.11
H -1.2945 0.4753 -0.3740 0.26
H -3.1826 -1.0440 0.0445 0.12
```

Results
net charge = 0
structure (SMILES) = C=CC.CCS
gap between HOMO and LUMO = 0.3649 hartree
HOMO level = -9.02 eV

***

Most stable: #Q

***

#P
Computed, not measured: a 2-piece molecular cluster, C5H12S overall, with ωB97M-V with the def2-TZVPD basis set.

```
18
Properties=species:S:1:pos:R:3:mulliken_charge:R:1
C -2.7062 -0.2155 1.3124 -0.74
C -2.4523 0.5543 2.3603 0.11
C -1.0826 0.9600 2.8364 -0.90
H -3.7167 -0.4794 1.0258 0.25
H -1.9168 -0.6195 0.6905 0.22
H -3.3025 0.9240 2.9303 0.28
H -0.4631 1.3332 2.0245 0.22
H -1.1573 1.7339 3.5961 0.31
H -0.5356 0.1128 3.2541 0.26
C 1.5124 -1.0874 -2.7418 -1.14
C 2.5930 -0.1345 -2.2626 -0.28
S 2.3087 0.5346 -0.6024 -0.21
H 0.6600 -0.5672 -3.1876 0.31
H 1.1135 -1.6939 -1.9322 0.34
H 1.8896 -1.7777 -3.5013 0.32
H 3.5599 -0.6286 -2.2483 0.28
H 2.7146 0.6879 -2.9660 0.30
H 0.9814 0.3628 -0.5883 0.07
```

Results
net charge = 0
structure (SMILES) = C=CC.CCS
gap between HOMO and LUMO = 0.3684 hartree
HOMO level = -9.04 eV

***

#Q
Computed, not measured: a 2-piece molecular cluster, C5H12S overall, with ωB97M-V with the def2-TZVPD basis set.

```
18
Properties=species:S:1:pos:R:3:mulliken_charge:R:1
C -2.9863 -1.2745 -1.5372 -0.74
C -1.7884 -0.7077 -1.4219 0.21
C -1.3450 0.6520 -1.8240 -0.88
H -3.2016 -2.1730 -0.9409 0.24
H -3.7600 -0.8422 -2.1812 0.27
H -1.1790 -1.1625 -0.6257 0.16
H -2.1260 1.4170 -1.8315 0.32
H -0.8847 0.7546 -2.8293 0.27
H -0.3927 0.9400 -1.3758 0.17
C 2.1664 1.0854 1.9626 -1.04
C 1.6643 -0.3423 1.9430 -0.31
S 2.0254 -1.2573 0.3829 -0.24
H 3.1923 1.1151 2.3675 0.30
H 2.3963 1.5359 0.9966 0.30
H 1.5394 1.8002 2.4969 0.29
H 0.5716 -0.3296 2.1751 0.25
H 1.9975 -0.9477 2.7766 0.34
H 2.1104 -0.2634 -0.5336 0.08
```

Results
net charge = 0
structure (SMILES) = C=CC.CCS
gap between HOMO and LUMO = 0.3665 hartree
HOMO level = -9.08 eV

***

Most stable: #P

***

#P
Computed, not measured: a 2-piece molecular cluster, C3H3N3 overall, with ωB97M-V with the def2-TZVPD basis set.

```
9
Properties=species:S:1:pos:R:3:mulliken_charge:R:1
C -0.2311 -1.2553 0.0010 0.27
C -2.1403 0.8601 -0.0603 -0.25
C 0.5255 -0.2193 0.3743 0.03
N -0.6340 -2.3296 -0.1254 -0.26
N -3.1958 1.2767 -0.0695 -0.39
N 1.4103 0.4678 -0.3620 -0.27
H 0.6176 -0.0505 1.4072 0.33
H 1.5968 0.3858 -1.3842 0.28
H 2.0510 0.8643 0.2188 0.25
```

Results
net charge = 0
gap between HOMO and LUMO (alpha / beta) = 0.2415 / 0.2349 hartree
HOMO level (alpha / beta) = -9.24 / -9.12 eV

***

#Q
Computed, not measured: C3H3N3 in the gas phase, with ωB97M-V with the def2-TZVPD basis set.

```
9
Properties=species:S:1:pos:R:3:mulliken_charge:R:1
C 0.1454 0.1183 0.8096 -0.32
C -0.2411 -1.0771 0.3889 -0.20
N -0.9117 -1.1672 -0.8611 0.13
N -1.1853 -0.3823 -1.6814 -0.27
N -0.2056 1.4649 -1.2434 -0.53
C 0.3703 1.2306 -0.1496 0.18
H 0.5692 0.2574 1.7974 0.32
H -0.0978 -2.0376 0.8588 0.40
H 1.3364 1.6656 0.1637 0.29
```

Results
net charge = 0
gap between HOMO and LUMO (alpha / beta) = 0.2762 / 0.3104 hartree
HOMO level (alpha / beta) = -8.02 / -8.84 eV

***

Most stable: #Q

***

#P
Computed, not measured: C3H3N3 in the gas phase, with ωB97M-V with the def2-TZVPD basis set.

```
9
Properties=species:S:1:pos:R:3:mulliken_charge:R:1
H -1.9024 -0.4932 1.7201 0.31
N -0.9362 -0.3811 1.8505 -0.58
C -0.3106 -0.2421 0.7475 0.51
C 1.1765 -0.1589 0.1993 -0.07
N 1.2310 0.4235 -0.8949 -0.38
C -0.0603 0.3384 -1.4016 -0.07
N -0.9968 0.0665 -0.5739 -0.51
H 2.1769 -0.4295 0.7278 0.33
H -0.1934 0.5350 -2.3908 0.47
```

Results
net charge = 0
structure (SMILES) = [H]/N=C1/C=NC=N1
gap between HOMO and LUMO = 0.3455 hartree
HOMO level = -10.52 eV

***

#Q
Computed, not measured: C3H3N3 in the gas phase, with ωB97M-V with the def2-TZVPD basis set.

```
9
Properties=species:S:1:pos:R:3:mulliken_charge:R:1
C 0.1133 0.3757 0.3030 0.54
C -1.5982 -1.5284 -0.2589 -0.16
C 1.4838 0.1307 -0.0386 -1.00
N -2.3615 -0.6493 -0.0434 0.16
N -2.2847 0.6817 0.2040 -0.85
N -0.9729 0.8378 0.2416 0.39
H 2.1880 0.4847 0.6601 0.33
H 1.8102 -0.9070 -0.0678 0.33
H 1.6221 0.5741 -1.0001 0.26
```

Results
net charge = 0
gap between HOMO and LUMO = 0.2976 hartree
HOMO level = -8.72 eV

***

#R
Computed, not measured: C3H3N3 in the gas phase, with ωB97M-V with the def2-TZVPD basis set.

```
9
Properties=species:S:1:pos:R:3:mulliken_charge:R:1
N -1.1559 -2.1100 -0.9950 -0.36
C -0.6406 -1.2826 -0.3760 0.08
C -0.0352 -0.1558 0.3614 0.46
N -0.7947 1.0343 0.0360 -0.60
C 1.4300 -0.1155 0.0867 0.07
N 2.5719 -0.0652 -0.0884 -0.35
H -0.1408 -0.3603 1.4342 0.19
H -0.4344 1.8566 0.5062 0.25
H -0.8002 1.1986 -0.9651 0.27
```

Results
net charge = 0
structure (SMILES) = N#CC(N)C#N
gap between HOMO and LUMO = 0.4273 hartree
HOMO level = -11.26 eV

***

Most stable: #R